C3H8FN | ωB97M-V/def2-TZVPD

Last columns: bonded neighbours and bond lengths (Å).
Cartesian coordinates (Å):
1 C 1.28623 -0.98007 -0.01124  C3 1.442, H6 1.111, H7 1.144, H8 1.217
2 C -0.03322 1.06320 0.54836  C3 1.457, H9 1.149, H10 1.067, H11 1.128
3 C 0.02670 -0.27736 -0.01974  C1 1.442, C2 1.457, N4 1.262
4 N -0.99054 -0.81352 -0.53925  C3 1.262, H12 0.971
5 F -2.51321 1.15940 -0.88659  H13 0.939
6 H 1.64277 -1.61048 -0.85342  C1 1.111
7 H 2.24099 -0.37362 0.15714  C1 1.144
8 H 1.35958 -1.78037 0.90248  C1 1.217
9 H 0.83647 1.36445 1.23545  C2 1.149
10 H -0.91289 1.39619 1.05315  C2 1.067
11 H 0.03680 1.96203 -0.12957  C2 1.128
12 H -0.79063 -1.57282 -1.11013  N4 0.971
13 H -2.18903 0.46298 -0.34664  F5 0.939

The LUMO energy comes out at 0.79 eV. Its gap between HOMO and LUMO is 11.1 eV. The energy relative to the best compared isomer or geometry (same formula, charge and spin) is 87.3 kJ/mol. As for the calculated total energy: -273.682502 hartree. Its structure (SMILES) is CC(C)=N.F.